Record 1
The following is a quantum chemistry calculation of C24H34N3ReS5 as an isolated structure, from the OMol25 dataset.

The geometry in XYZ format:
```
67
Properties=species:S:1:pos:R:3:lowdin_charge:R:1
Re -0.159 0.401 -0.252 0.572
C -0.046 2.086 2.775 -0.447
C 0.851 3.005 1.968 -0.415
S 0.346 2.813 0.235 0.805
C 1.730 3.263 -0.838 -0.425
C 1.313 2.818 -2.234 -0.427
S 0.748 1.084 -2.377 0.864
C 2.294 0.133 -2.561 -0.437
C 3.127 0.027 -1.297 -0.422
S 2.047 -0.660 -0.006 0.894
C 2.696 -0.016 1.558 -0.435
C 1.631 -0.243 2.621 -0.430
S -0.045 0.361 2.186 0.831
H -1.090 2.398 2.719 0.092
H 0.244 2.064 3.826 0.113
H 1.909 2.788 2.096 0.089
H 0.671 4.041 2.255 0.114
H 2.655 2.805 -0.493 0.077
H 1.847 4.347 -0.819 0.115
H 2.116 2.949 -2.960 0.113
H 0.460 3.405 -2.579 0.101
H 2.856 0.568 -3.388 0.113
H 1.956 -0.854 -2.885 0.097
H 3.531 0.985 -0.975 0.082
H 3.958 -0.662 -1.449 0.112
H 2.956 1.034 1.437 0.075
H 3.598 -0.572 1.816 0.115
H 1.903 0.230 3.565 0.112
H 1.503 -1.308 2.818 0.093
C -4.651 -1.644 0.839 -0.023
N -3.630 -0.624 0.575 -0.001
C -3.714 0.502 -0.117 -0.706
S -2.334 1.582 -0.262 0.626
N -4.805 0.958 -0.701 -0.002
C -6.189 0.467 -0.667 -0.014
H -4.141 -2.505 1.264 0.100
H -5.136 -1.954 -0.082 0.085
H -5.389 -1.296 1.559 0.098
H -2.745 -0.763 1.032 0.087
H -4.654 1.783 -1.263 0.125
H -6.470 0.150 0.331 0.088
H -6.335 -0.341 -1.381 0.096
H -6.830 1.300 -0.944 0.107
N -0.847 -1.117 -0.945 -0.134
C -1.349 -2.206 -1.438 -0.222
C -0.919 -3.489 -0.895 -0.173
C -0.928 -4.630 -1.710 -0.002
C -0.508 -5.846 -1.200 -0.021
C -0.091 -5.939 0.121 -0.016
C -0.080 -4.811 0.940 -0.043
C -0.479 -3.592 0.433 -0.037
C -2.336 -2.099 -2.519 -0.180
C -3.398 -3.010 -2.571 -0.026
C -4.357 -2.895 -3.562 -0.034
C -4.254 -1.888 -4.516 -0.025
C -3.200 -0.980 -4.469 -0.038
C -2.252 -1.074 -3.467 -0.021
H -1.232 -4.554 -2.746 0.130
H -0.506 -6.722 -1.833 0.128
H 0.223 -6.895 0.520 0.128
H 0.232 -4.900 1.972 0.119
H -0.498 -2.718 1.075 0.089
H -3.473 -3.801 -1.835 0.126
H -5.177 -3.600 -3.603 0.125
H -4.993 -1.815 -5.303 0.126
H -3.117 -0.209 -5.223 0.121
H -1.430 -0.370 -3.438 0.073
```

Its multiplicity is 2. The energy above the lowest of the compared OMol25 structures with the same formula, charge and spin is 5.07 kcal/mol. The gap between HOMO and LUMO (alpha / beta) comes out at 0.2455 / 0.2234 Ha. The HOMO energy (alpha / beta) comes out at -16.19 / -16.62 eV. Its charge is +3.

Record 2
The following is a quantum chemistry calculation of C24H34N4O5PbSSb2 as an isolated structure in a non-equilibrium geometry, from the OMol25 dataset.

The geometry in XYZ format:
```
71
Properties=species:S:1:pos:R:3:lowdin_charge:R:1
Pb -0.380 0.054 -0.325 0.969
C -3.569 -3.605 -0.406 -0.002
C -2.780 -2.376 -0.776 -0.273
N -1.502 -2.289 -0.801 -0.014
N -0.669 -3.299 -0.591 0.036
C 1.185 -2.512 0.921 -0.648
N 2.139 -3.454 1.412 0.042
S 1.831 -0.773 0.846 0.766
C -3.492 -1.160 -1.193 -0.227
C -4.652 -1.226 -1.969 -0.001
C -5.244 -0.060 -2.413 -0.049
C -4.692 1.160 -2.044 -0.042
C -3.550 1.139 -1.266 -0.149
N -2.960 0.022 -0.865 -0.025
H -2.936 -4.351 0.070 0.070
H -4.373 -3.354 0.285 0.092
H -4.003 -4.067 -1.292 0.083
H 2.004 -3.571 2.415 0.080
H 3.094 -3.165 1.225 0.075
H -5.051 -2.184 -2.258 0.109
H -6.123 -0.090 -3.038 0.109
H -5.139 2.095 -2.342 0.106
H -3.077 2.061 -0.949 0.104
O 4.039 -0.328 -0.994 0.047
C 2.714 -0.378 -1.256 -0.759
O 2.103 0.654 -1.585 -0.220
C 2.324 -1.752 -1.798 -0.133
O 0.973 -2.075 -1.551 -0.181
C 0.739 -2.980 -0.500 -0.328
C -0.026 -2.396 1.929 -0.712
O 0.007 -3.088 2.930 0.042
O -0.922 -1.567 1.601 -0.275
H 4.283 0.591 -0.815 0.120
H 3.001 -2.507 -1.394 0.137
H 2.434 -1.710 -2.891 0.151
H 1.280 -3.922 -0.692 0.157
H -0.963 -4.058 0.021 0.149
C -1.105 0.460 4.181 -0.264
Sb -1.618 1.069 2.174 1.353
C -3.694 0.494 2.266 -0.277
C -1.895 3.212 2.689 -0.299
C -2.447 3.960 1.538 -0.310
C -3.833 4.040 1.422 -0.071
C -4.444 4.714 0.383 -0.099
C -3.664 5.305 -0.595 -0.098
C -2.288 5.231 -0.501 -0.069
C -1.653 4.589 0.562 -0.303
C -0.173 4.634 0.615 -0.313
Sb 0.782 2.918 -0.434 1.301
C 0.232 3.502 -2.442 -0.291
C 2.771 3.796 -0.500 -0.296
H -1.917 0.712 4.859 0.008
H -0.193 0.956 4.501 0.007
H -0.948 -0.612 4.171 -0.002
H -4.128 0.743 3.229 0.011
H -3.733 -0.577 2.109 0.001
H -4.241 0.996 1.476 -0.015
H -0.929 3.591 3.014 0.049
H -2.581 3.248 3.530 0.063
H -4.439 3.574 2.185 0.108
H -5.522 4.785 0.342 0.100
H -4.121 5.843 -1.412 0.099
H -1.675 5.700 -1.258 0.107
H 0.198 4.604 1.638 0.046
H 0.199 5.541 0.142 0.060
H 0.590 4.501 -2.668 0.007
H -0.848 3.470 -2.550 -0.009
H 0.679 2.788 -3.124 0.001
H 2.708 4.865 -0.673 0.000
H 3.308 3.324 -1.315 -0.007
H 3.290 3.605 0.433 -0.002
```

The energy above the lowest of the compared OMol25 structures with the same formula, charge and spin is 21.32 kcal/mol. The gap between HOMO and LUMO comes out at 0.2742 Ha. The HOMO energy comes out at -7.29 eV.

Record 3
The following is a quantum chemistry calculation of C24H34NO4P2V as an isolated structure in a non-equilibrium geometry, from the OMol25 dataset.

The geometry in XYZ format:
```
66
Properties=species:S:1:pos:R:3:lowdin_charge:R:1
C 0.480 -4.161 2.236 -0.005
C 0.623 -3.091 1.360 -0.281
N -0.199 -2.015 1.435 0.030
C -1.323 -2.112 2.174 -0.276
C -1.504 -3.162 3.078 0.001
C -0.574 -4.189 3.126 -0.020
C 1.733 -3.071 0.350 -0.272
P 1.769 -1.545 -0.657 0.838
V 0.290 -0.110 0.470 0.516
P -2.522 -0.153 0.502 0.909
C -2.334 -0.989 2.091 -0.215
C 0.339 0.920 -1.606 -0.251
C 1.280 1.940 -1.536 -0.153
C 1.243 3.007 -2.444 -0.086
C 0.285 3.027 -3.467 -0.096
C -0.616 1.959 -3.583 -0.100
C -0.583 0.896 -2.656 -0.164
O 0.435 -5.312 -2.026 -0.050
O -1.728 -3.060 -1.442 -0.043
H 1.235 -4.940 2.205 0.129
H -2.392 -3.165 3.705 0.126
H -0.701 -5.029 3.792 0.122
C 3.281 -0.799 0.087 -0.223
C 2.271 -2.016 -2.314 -0.215
H -3.350 -1.398 2.260 0.114
H -2.087 -0.198 2.832 0.110
H 1.624 -3.873 -0.352 0.060
H 2.713 -3.288 0.792 0.109
C -3.031 1.516 0.726 -0.176
C -3.678 -1.029 -0.501 -0.185
H 2.046 1.926 -0.757 0.083
H 1.944 3.835 -2.332 0.105
H 0.247 3.873 -4.163 0.104
H -1.356 1.974 -4.395 0.100
H -1.289 0.069 -2.772 0.073
H -0.782 -3.210 -1.448 0.008
H -2.086 -3.166 -2.326 0.076
H -0.304 -4.759 -1.760 -0.014
H 0.426 -5.970 -1.288 0.077
H -1.359 -0.185 -0.348 -0.019
H 4.083 -1.557 0.060 0.058
H 3.602 0.067 -0.499 0.052
H 3.113 -0.468 1.127 0.052
H 3.340 -2.262 -2.317 0.064
H 1.683 -2.880 -2.642 0.040
H 2.100 -1.158 -2.972 0.054
H -4.585 -1.020 0.106 0.073
H -3.798 -0.480 -1.435 0.079
H -3.300 -2.034 -0.695 0.035
H -4.122 1.433 0.836 0.078
H -2.555 1.901 1.644 0.055
H -2.751 2.135 -0.149 0.083
O -0.645 1.704 2.782 0.047
C 0.312 1.982 2.076 -0.581
O 1.262 1.143 1.663 -0.161
C 0.656 3.362 1.636 -0.162
C -0.257 4.060 0.845 -0.026
C 0.126 5.270 0.283 -0.076
C 1.376 5.810 0.574 -0.077
C 2.270 5.132 1.411 -0.063
C 1.923 3.881 1.925 -0.016
H -1.245 3.625 0.680 0.095
H -0.562 5.788 -0.371 0.106
H 1.671 6.768 0.143 0.108
H 3.235 5.557 1.672 0.106
H 2.600 3.290 2.570 0.131
```

Its multiplicity is 2. The gap between HOMO and LUMO (alpha / beta) comes out at 0.2611 / 0.2460 Ha. The HOMO energy (alpha / beta) comes out at -9.99 / -9.76 eV. Its charge is +1.